DFT (ωB97M-V/def2-TZVPD) results for a molecular structure, C4H12OSSi.

```
19
Properties=species:S:1:pos:R:3
C 2.70 0.10 -0.52
C -2.71 -2.27 0.02
C 1.25 0.09 -0.99
C 0.46 0.49 0.23
O -1.46 -1.63 0.19
Si -1.37 0.05 0.10
S -2.81 1.41 -0.26
H 2.81 0.97 -0.04
H 2.97 -0.69 0.05
H 3.33 0.02 -1.44
H -2.93 -2.40 -0.98
H -3.47 -1.84 0.53
H -2.50 -3.22 0.33
H 1.09 0.72 -1.76
H 1.07 -0.85 -1.28
H 0.57 1.53 0.37
H 1.06 0.12 1.21
H -0.34 3.45 2.23
H 0.27 3.94 1.99
```

Energy above the lowest of the compared OMol25 structures with the same formula, charge and spin ... 1.8493 eV
LUMO ... 0.426 eV
Calculated total energy ... -25102.1819 eV
Largest force on an atom ... 5.17 eV Å⁻¹
M ... 136.29 g mol⁻¹